Density functional theory data (ωB97M-V/def2-TZVPD) for a molecular structure, C28H47BrNP3Ti.

```
81
Properties=species:S:1:pos:R:3:mulliken_spin:R:1
C -0.27923 0.26328 -4.18594 0.06
C -0.71434 -2.10904 -7.06489 0.00
H -0.24359 -2.42676 -5.00691 0.00
H 3.09347 4.53803 1.71383 0.00
H 3.12553 -3.48427 1.75824 0.00
H 0.23267 -2.13101 -1.01894 -0.03
C 0.41723 2.93568 -1.59149 -0.01
H 2.17592 -2.37126 0.47214 0.00
H 0.96273 -2.85382 5.01141 0.00
H -3.01845 0.58130 -0.83631 0.00
C -2.57256 -0.33251 -0.41070 0.02
H 0.11665 0.16004 3.45828 0.00
H -1.99555 -0.81300 -1.21649 0.00
H 0.45707 3.64305 -3.71579 -0.01
H -0.17124 4.45780 2.88515 0.00
H 2.44830 1.87640 0.25032 0.00
H 0.50764 -5.47483 2.27945 0.00
H 4.16878 0.87637 -1.48707 0.00
C -1.69258 0.05811 0.77691 0.09
H 2.46087 0.95235 -3.23212 0.03
C -0.49144 -1.67919 -5.74771 0.00
H -3.39545 -0.98009 -0.08329 0.00
C -3.76280 -1.77723 2.87888 0.02
H -1.88918 4.20835 2.53034 0.00
H -0.50237 4.65146 -2.54869 0.00
H -1.40786 3.05840 0.41562 0.00
H -1.32992 1.57231 -6.30596 0.00
C 1.02608 -0.37632 -2.04948 -0.13
H -4.15920 -0.86241 2.42277 0.00
C -0.62522 -0.30288 -5.45776 0.01
C -1.90633 0.77927 3.90178 0.01
H -3.55250 -1.58245 3.93540 0.00
C -0.57099 3.26665 1.09739 0.00
H 3.93214 3.87559 0.28072 0.00
C -1.10375 0.52390 -6.48512 -0.02
H -1.77449 1.71241 3.33709 0.00
H -0.82769 -1.04658 4.33704 -0.01
H -0.91352 -4.57024 1.66500 0.00
Ti 0.75281 1.70575 -3.34206 0.97
C 0.40636 -3.51587 4.33418 0.03
C 2.21780 0.36711 -2.25369 -0.09
C -2.55222 -2.34187 2.15393 0.06
H 1.34898 2.24477 -1.65900 -0.01
H -0.94387 5.35617 1.56029 0.00
C -1.30119 -0.01820 -7.75877 0.00
C 3.24698 -0.66294 -0.29084 -0.02
P 0.85371 3.70344 0.02236 0.01
H 4.09699 3.07407 1.86447 0.00
H -0.57505 -3.15433 -7.35722 0.00
H -1.77225 1.03635 4.96306 0.00
H -0.78484 0.56793 0.40990 0.01
H -0.33342 2.34012 1.63836 0.00
H 1.76504 2.34086 1.83899 0.00
H -2.82487 -2.64944 1.13369 0.00
N -1.10605 -1.29710 -8.04055 0.01
H -0.52741 2.33749 -1.55854 0.02
H 3.10226 -2.80638 3.39183 0.00
C 3.40224 3.61224 1.20516 0.00
C 1.06876 -1.42627 -1.09977 -0.01
C 2.60632 -3.51661 2.71975 0.08
H 0.72739 -4.55448 4.49475 0.01
H -2.23948 0.79267 1.39477 0.02
C 2.18654 2.72898 0.89384 0.00
C -0.88504 -0.29966 3.52831 0.02
C 0.17969 -4.58271 1.73006 0.01
Br 4.46914 -0.48024 1.07629 0.00
H 2.69954 -4.52901 3.13902 0.02
H -0.66565 -3.42165 4.54104 0.00
C 0.41432 4.06523 -2.66409 0.02
P 0.81426 -3.08212 2.59452 0.31
H -1.62212 0.61969 -8.58539 0.00
H 1.27012 4.73345 -2.50626 0.00
P -1.06569 -1.25962 1.93484 0.32
C -0.90928 4.38928 2.07638 0.00
H -2.94450 0.44684 3.78505 0.00
H -4.57125 -2.51992 2.85277 0.00
C -0.05880 -0.00601 -2.91335 0.06
C 2.15839 -1.56005 -0.24772 0.04
H 0.58631 -4.60732 0.71109 0.00
C 3.29317 0.26041 -1.34702 0.09
H -2.20896 -3.24791 2.67249 0.00
```

orbital gap (spin up / spin down): 0.2686 / 0.2306 Ha
energy above the lowest of the compared OMol25 structures with the same formula, charge and spin: 421.9 kJ/mol
<S²>: 2.02
total charge: +2
2S+1: 3
lowest unoccupied orbital energy (spin up / spin down): -5.854 / -7.015 eV
HOMO energy (spin up / spin down): -13.162 / -13.289 eV

Density functional theory data (ωB97M-V/def2-TZVPD) for a molecular structure, C28H47Cl2GeMnN2O3S3.

```
87
Properties=species:S:1:pos:R:3:mulliken_spin:R:1
C -1.66014 3.48235 -1.65862 0.03
H 3.48334 0.02916 4.52624 0.00
C 5.35045 -2.61513 -2.35419 0.00
C -1.41862 -2.40902 -2.46438 0.06
C -2.02903 4.72513 0.38468 0.02
H 5.28516 -0.65827 -0.55004 0.01
H 4.77182 -3.30788 -1.73865 0.00
H 1.06978 -5.19998 0.23541 0.00
H 1.11217 -4.24739 2.34139 0.00
H 5.05690 -0.16440 2.56356 0.00
H 3.49549 0.25358 -5.07626 0.00
C -1.93851 4.68923 -0.97616 -0.02
C 3.22676 -0.57536 3.65548 0.00
H 2.62430 -3.62716 -0.84065 0.00
H 3.70483 -1.42170 -3.04009 0.00
C 1.50476 0.95062 -4.66078 -0.02
H -3.19501 -5.13822 0.56208 0.00
H 1.27204 -3.95138 -1.92757 0.00
H 3.25379 2.33144 4.60627 0.00
C 0.78166 -4.14868 0.16265 0.00
C -1.47352 2.31486 -0.96209 -0.04
H 4.20620 -1.60703 2.02332 0.00
C 4.35957 -0.63879 -1.13655 -0.01
H -0.28669 -4.13640 -0.04591 0.00
O -1.20863 1.13527 -1.52236 0.00
H 2.66847 -1.43322 4.03470 0.00
C 3.17965 2.06843 -6.19656 0.00
O 1.14087 0.00336 -0.41979 -0.20
H 4.23633 2.21454 -6.41712 0.00
C 2.97644 1.21036 -4.95630 0.01
H 3.89688 1.26981 -0.21169 0.00
C 4.63848 -1.27722 -2.49065 0.02
C 1.54805 -3.49614 -0.97695 0.02
C 1.26088 0.17533 -3.37183 0.22
H -1.06815 -5.16638 1.80614 0.00
H 5.24064 -0.59140 -3.09396 0.00
C 2.76576 2.81817 3.76203 0.00
H 0.19372 0.05650 -3.18605 0.00
H -1.20985 0.14926 2.83961 -0.01
H 1.72600 3.00066 4.03173 0.00
C 1.07841 -3.51429 1.53030 0.01
C -1.83955 3.54433 1.15147 -0.03
H 2.34870 2.46535 1.66730 0.02
Cl -1.54642 3.48543 -3.37367 0.00
C 4.46837 -1.01765 2.90223 0.00
C -1.89082 -4.56384 2.19243 0.00
N -1.33419 -1.53383 -1.67395 -0.05
H 1.70170 -0.82586 -3.41344 0.00
H 6.32762 -2.49566 -1.88344 0.00
H 1.07073 0.38914 -5.49323 0.00
H 4.47957 1.41339 -1.85448 -0.02
C -1.69437 2.23451 3.16440 -0.01
H 3.88736 1.81524 2.19476 0.00
H -2.12678 4.32631 3.14111 0.00
H 5.10826 -1.62272 3.54508 0.00
H 5.50314 -3.08664 -3.32414 0.00
H -2.37224 -5.18379 2.95169 0.00
H 1.60065 0.04779 0.44032 0.02
C -1.90567 3.44386 2.55561 0.01
N -1.34256 1.16848 1.06590 0.01
H -0.91824 -3.57164 3.89429 0.00
S -1.50670 -3.59406 -3.51476 0.09
S -0.11467 -2.30381 2.13774 0.01
Mn -0.92624 -0.27234 -0.36570 3.83
O -0.83941 -1.74589 0.90727 -0.03
H 1.34182 -2.42868 -1.04400 0.01
H 3.45048 1.70026 -4.09475 0.00
H -2.16430 -2.61566 3.10637 0.00
C -1.55847 2.36618 0.44400 0.02
H -2.08252 5.59052 -1.55488 0.00
C -1.40831 1.10816 2.37881 0.02
H 2.72379 3.05162 -6.06835 0.00
C 2.85303 1.97403 2.50264 -0.01
H -3.78208 -3.76925 1.49957 0.00
Cl -2.37551 6.21410 1.19287 0.00
H -1.73770 2.13111 4.23843 0.00
H 3.25599 3.77976 3.60946 0.00
Ge 1.98160 1.01276 -1.76346 0.85
S 2.03755 0.36332 2.66370 0.00
H 2.03933 -2.99492 1.52200 0.00
H -2.46904 -3.54786 0.34838 0.00
C -2.88639 -4.23416 1.08468 0.00
H 2.71927 1.60273 -7.06898 0.00
H 3.64487 -1.25961 -0.58422 0.00
C 3.85021 0.80579 -1.20103 0.15
H 0.96295 1.90022 -4.62281 0.01
C -1.35927 -3.33381 2.92262 0.00
```

orbital gap (spin up / spin down): 0.2340 / 0.2658 Ha
<S²>: 8.79
total charge: +1
2S+1: 6
lowest unoccupied orbital energy (spin up / spin down): -3.714 / -3.564 eV
HOMO energy (spin up / spin down): -10.083 / -10.796 eV

| no. | largest force on an atom (hartree/bohr) |
| --- | --- |
| 1 | 0.0428 |
| 2 | 0.0082 |